[1]
Computed, not measured: C38H39F3N2OPdS3Sb as an isolated structure at a distorted geometry, with wB97M-V/def2-TZVPD.

Output
Energy: -95742.143 eV
ΔE to the lowest compared entry with this formula, charge and spin: 1.678 eV
Total charge: -1

```
88
Properties=species:S:1:pos:R:3:forces:R:3:lowdin_charge:R:1
C 4.001557 -0.828319 -1.543600 -0.08 -0.09 -0.06 -0.33
H 3.100754 -3.213426 -0.087500 -0.01 0.02 0.02 0.07
F 0.765694 0.417362 -3.599014 -0.03 0.00 0.05 -0.04
C 0.601001 2.334392 2.789342 -0.05 -0.10 -0.05 -0.08
C 3.365431 -0.482951 2.986647 0.05 -0.02 0.00 -0.16
H 4.570463 -4.115122 2.995781 -0.01 0.00 0.00 0.10
F -1.342938 0.044058 -3.418481 -0.14 0.09 -0.21 -0.04
N -0.324027 0.131496 2.092439 0.16 0.51 0.36 0.05
C -1.350712 -2.014162 1.685534 0.12 0.04 0.23 -0.35
C 3.442949 2.763548 -0.769437 -0.08 -0.04 -0.13 -0.30
H -6.758600 -1.403099 0.161140 0.00 0.02 0.00 0.07
Pd 0.153643 0.285016 -0.639300 0.38 -0.16 -0.10 0.13
C 0.065351 0.953844 3.014040 0.10 0.04 0.08 -0.65
C 4.026430 -1.852318 -3.742558 0.01 0.03 0.06 -0.08
H 3.863489 4.756918 -1.411929 0.01 -0.01 0.00 0.10
H 2.496476 3.370784 -2.605361 0.01 0.01 0.00 0.08
C -1.589043 -2.687215 -1.884851 -1.05 -0.55 0.82 -0.07
H -5.565358 -2.687675 -0.000814 0.02 0.04 -0.02 0.05
C 6.196589 -0.191512 -0.405346 -0.02 -0.02 -0.05 -0.05
C -1.694603 -2.662889 -0.391594 -0.28 -0.39 -0.59 -0.59
H 3.480933 -2.267518 -4.581045 0.01 0.00 0.00 0.10
C 4.242516 -3.080746 2.994826 -0.01 0.04 0.01 -0.07
C 4.895788 4.317116 0.412951 -0.02 -0.07 -0.01 -0.10
C 3.330680 -1.379479 -2.634804 0.12 0.02 -0.07 -0.14
O -1.249245 2.964052 -1.693494 -0.14 -0.22 0.38 -0.53
C 3.680582 1.791989 0.218181 0.11 -0.06 0.08 -0.31
H -2.574118 -3.360151 2.925714 0.01 0.03 0.01 0.07
H -2.896536 1.261588 -2.433050 -0.06 0.03 0.04 0.10
H -0.662533 -3.175398 -2.191640 -0.37 -0.12 0.24 0.09
H -4.766444 -0.380887 -2.503551 0.00 0.01 0.00 0.11
C 3.999872 -3.317632 0.523986 0.01 0.05 0.02 -0.06
C -2.696543 1.140433 -0.321915 -0.07 0.13 -0.03 -0.40
C 4.055179 4.011707 -0.647398 0.00 0.04 0.02 -0.06
H 6.237522 0.899731 -0.443297 -0.01 -0.06 -0.03 0.08
H 3.001281 0.536957 3.005858 -0.06 0.08 0.00 0.07
S -2.667598 -3.793042 0.506061 -0.06 -0.08 -0.04 1.02
C -0.710305 -1.139871 3.977097 -0.01 -0.05 0.24 -0.35
C -4.787140 -0.710569 -0.387458 -0.02 -0.02 0.02 -0.29
C 3.678763 -1.091050 4.196385 -0.01 0.02 -0.05 -0.10
H -0.204819 3.071014 2.825357 0.01 -0.01 0.00 0.07
C 6.084585 -1.230432 -2.675530 -0.03 -0.03 -0.03 -0.07
C -2.316914 3.588917 0.551940 0.22 -0.02 0.24 -0.24
H 5.968586 -2.135722 -4.617888 -0.01 0.00 0.01 0.09
H 1.340178 2.596289 3.546969 -0.01 0.00 0.00 0.07
H -1.727977 4.506620 0.528444 -0.01 -0.04 0.02 0.04
C -2.191953 -3.043990 1.969106 0.04 -0.01 -0.02 -0.36
H 4.113240 -4.372433 0.777719 0.00 0.01 0.00 0.07
C 5.151173 3.351619 1.375224 -0.04 -0.02 -0.06 -0.11
H 1.575881 2.156865 -1.707018 -0.04 0.02 0.04 0.02
C -0.776086 -1.044067 2.627826 -0.26 -0.37 -0.42 -0.34
H -0.979352 -1.970449 4.609201 -0.01 0.01 -0.04 0.07
C 4.548224 2.103799 1.264938 -0.11 0.08 0.04 -0.16
S -0.083973 0.313601 4.612727 0.13 0.09 0.26 1.03
C -4.194832 -0.347145 0.822061 -0.02 0.01 -0.02 -0.06
H 5.822296 3.558669 2.200833 -0.01 -0.01 0.00 0.09
C -4.324918 -0.106580 -1.551245 0.04 -0.01 -0.05 -0.03
N -1.078429 -1.823627 0.358892 0.16 0.15 0.21 0.08
H -3.251961 3.719164 0.009281 0.03 0.02 -0.01 0.05
H -2.503110 3.279264 1.582993 -0.03 0.02 -0.04 0.03
H 4.785012 1.358811 2.013088 0.00 -0.05 0.01 0.08
H -6.230529 -1.915743 -1.442197 0.01 0.01 0.00 0.07
H 4.384853 -2.893851 5.129693 0.00 0.00 -0.01 0.09
C -3.162011 0.574705 0.860996 0.01 0.02 0.05 -0.10
H 3.004626 1.678360 -2.584367 0.01 0.03 0.03 0.07
F 0.047518 -1.543835 -2.987953 2.09 1.23 -1.38 -0.16
C 4.135216 -2.398225 4.198987 -0.01 -0.02 -0.05 -0.10
H 7.219860 -0.570254 -0.428415 0.01 0.00 -0.01 0.07
H -4.536125 -0.807063 1.744694 0.01 0.02 -0.02 0.11
H 5.753488 -0.458685 0.556570 0.02 -0.01 -0.06 0.06
H 1.060413 2.388638 1.804114 0.02 -0.03 -0.07 0.06
H 4.840063 -3.025557 -0.108360 0.00 0.01 0.01 0.08
C 3.505439 -1.136613 1.761141 -0.06 -0.11 0.03 -0.31
C 2.584067 2.484981 -1.976629 0.09 0.02 0.04 -0.08
H -2.697982 0.823817 1.809188 -0.07 0.01 -0.08 0.10
C -5.895120 -1.733524 -0.420828 0.03 0.02 0.01 -0.06
H -1.548815 -1.662446 -2.261030 -0.90 -0.93 0.65 0.04
C -3.287024 0.818305 -1.527989 -0.12 -0.03 0.01 -0.08
H 3.555056 -0.547016 5.125526 0.00 0.00 -0.01 0.10
H 2.247995 -1.426151 -2.634360 0.03 0.00 0.01 0.06
H 7.168874 -1.178614 -2.687382 -0.01 0.00 -0.01 0.10
H -2.433662 -3.214199 -2.327879 -0.13 -0.11 0.06 0.08
S -1.324878 2.319043 -0.342737 -0.14 0.08 -0.65 0.79
C 3.920255 -2.481067 1.778044 -0.03 0.00 -0.04 -0.30
C 5.401583 -0.752308 -1.559498 0.03 0.00 0.11 -0.30
H 5.358144 5.295277 0.476605 -0.01 0.00 0.01 0.09
Sb 2.668635 -0.133249 0.002573 -0.12 0.38 0.09 1.55
C -0.154351 -0.151583 -2.725155 0.65 0.38 -0.14 -0.50
C 5.409863 -1.774891 -3.762017 -0.02 0.03 0.05 -0.10
```
Positions in Å, forces in eV/Å.

---

[2]
Computed, not measured: C38H39N5O8S4SbSiSn as an isolated structure, with wB97M-V/def2-TZVPD.

Output
Energy: -127458.773 eV
Total charge: -1

```
97
Properties=species:S:1:pos:R:3:forces:R:3:lowdin_charge:R:1
H 2.883592 3.912441 -0.402786 -0.01 0.02 0.01 0.13
C 2.355812 -0.539352 2.410162 -0.02 -0.01 -0.01 -0.12
H 1.365715 1.556867 -3.623657 0.00 0.00 0.00 0.14
H 5.566428 2.440238 -3.425666 0.01 -0.01 0.00 0.13
H 2.983246 0.369402 4.246810 0.00 0.01 0.01 0.10
H 3.066557 -1.776676 5.478880 0.00 0.00 0.00 0.10
N -0.770609 -3.014158 -0.530893 -0.02 -0.05 -0.17 -0.22
Sb -4.311867 -0.819685 -2.423282 0.06 -0.06 -0.15 -0.08
H -2.217584 1.093820 7.296680 0.00 0.01 0.03 0.09
H -0.617731 -5.947526 0.418799 0.01 0.01 0.00 0.10
S -5.813512 0.857020 -2.655741 0.01 0.01 0.03 -0.20
C 5.584377 -0.945625 -1.136596 0.02 0.01 0.00 -0.09
S -2.114458 -0.086645 -3.247101 0.03 -0.04 -0.10 0.04
H 2.499563 -3.882639 4.311526 0.00 0.00 0.00 0.10
S -4.780695 -2.889610 -3.181441 -0.02 0.01 0.03 -0.21
H -2.270204 -4.847685 1.925957 0.00 0.00 0.00 0.11
H 2.321051 0.412253 1.890765 -0.01 0.03 -0.01 0.11
O 0.479586 3.398883 -0.250187 0.08 -0.08 0.02 0.04
H 1.063090 -4.128446 -0.311549 0.02 -0.03 0.01 0.09
C -1.307824 0.489108 3.774579 -0.01 0.00 0.00 0.03
C 5.579158 -1.096768 -2.515137 0.01 0.00 -0.01 -0.09
C 0.605302 2.787981 -1.309050 -0.09 0.21 0.13 -0.64
H -0.359273 -3.512750 1.460899 -0.07 -0.02 -0.03 0.10
C 3.224040 -1.507649 -1.035163 -0.05 0.02 0.04 -0.22
O -1.889333 0.947547 6.406801 0.02 -0.03 -0.03 -0.06
O 2.785264 0.508195 -5.286358 0.09 -0.06 0.06 0.08
C -2.243304 1.457715 4.096292 -0.03 0.03 0.00 -0.17
H -4.567236 4.145313 -2.553601 0.00 0.00 -0.02 0.12
H 2.330266 -1.892251 -2.962842 -0.01 0.00 0.01 0.11
O 5.237954 4.483667 -0.150246 0.01 -0.01 -0.01 0.08
C -1.601967 -5.665824 0.027979 -0.01 -0.02 -0.01 -0.19
H -7.247874 5.448068 1.015633 -0.02 0.00 0.01 0.09
C -2.160713 -4.533922 0.884531 -0.01 0.03 0.05 -0.18
H 6.484942 -0.934172 -3.085678 0.00 0.00 -0.01 0.10
C -4.790309 3.966838 -0.418614 0.02 0.01 -0.03 -0.18
C 2.017556 -1.714810 1.731905 0.00 0.01 -0.02 -0.26
H -6.852738 4.154505 -0.768004 0.00 0.02 0.00 0.14
C -3.179234 2.517608 0.587140 0.04 0.01 0.06 -0.19
H -1.751697 -2.448237 1.249140 0.02 -0.04 0.02 0.05
N -2.658280 2.226104 -0.607073 -0.12 -0.07 -0.11 0.01
C 1.982863 2.765264 -1.965517 0.02 0.05 0.06 -0.08
C 2.779859 -1.759767 4.434773 0.00 0.01 0.04 -0.09
H -1.247178 -3.351180 -2.534734 -0.01 0.00 0.02 0.11
H -2.597764 -3.380746 -1.445534 0.01 0.00 -0.02 0.02
C 3.480538 1.953538 -3.635837 0.09 -0.08 0.04 -0.12
H 0.859478 -3.227554 -1.794816 0.02 0.03 -0.02 0.09
C 4.403288 -1.454910 -3.160780 0.02 -0.01 -0.01 -0.10
C 0.664454 -3.183832 -0.718470 0.01 0.07 0.06 -0.23
Sn -1.411456 0.307680 -0.981524 -0.26 0.14 0.33 0.69
O -6.328748 5.175396 0.968063 0.01 0.01 0.03 -0.06
C 2.731475 -0.556317 3.745118 0.00 0.01 0.02 -0.09
C -4.255366 3.376771 0.717737 0.04 -0.01 -0.03 0.07
C -2.603228 1.787030 5.518919 0.00 0.04 -0.02 -0.21
H 6.496531 -0.662139 -0.625997 0.01 0.00 0.01 0.10
C 2.460794 -2.939765 3.780241 0.00 -0.02 0.01 -0.09
O -0.280294 2.113024 -1.924639 0.01 -0.18 -0.22 -0.19
H -2.664663 2.553775 -2.628211 -0.01 0.00 0.00 0.08
H -3.156841 -4.255473 0.531822 0.00 0.01 0.00 0.11
C -2.537123 1.854492 1.750161 -0.04 0.02 0.02 -0.20
C -1.028225 0.270937 2.435597 0.07 -0.04 0.02 -0.09
S -3.435272 -0.862114 -0.170821 0.03 -0.02 0.07 0.08
H -3.602910 2.906932 3.286684 -0.02 0.01 0.01 0.12
C -1.481227 -5.224626 -1.445012 0.01 -0.01 -0.02 -0.17
C 4.420659 -1.157693 -0.408331 0.02 0.00 0.05 -0.09
H -0.541986 -5.588909 -1.870682 -0.01 -0.01 0.00 0.10
C 3.241379 -1.643322 -2.427142 -0.03 -0.02 -0.05 -0.09
H 4.449050 -1.042938 0.669461 0.00 0.00 0.00 0.09
H 1.050827 0.129481 -1.525989 0.03 0.04 -0.06 0.00
H -3.685156 1.663660 5.644856 0.02 0.00 -0.01 0.13
C 4.319476 3.247011 -1.865114 -0.01 0.01 -0.03 -0.11
C -6.048513 4.782359 -0.366533 0.01 -0.02 -0.04 -0.20
C -3.130776 2.830132 -1.692553 0.04 -0.01 0.01 -0.15
N 3.716045 1.150991 -4.848910 -0.14 0.30 -0.27 -0.35
H -5.944309 5.657619 -1.017466 0.01 -0.03 0.01 0.13
H -0.307448 -0.479777 2.138085 0.04 -0.01 0.00 0.09
Si 1.583965 -1.662079 -0.101881 0.03 -0.06 -0.02 0.65
O 4.819120 1.210849 -5.359803 0.01 -0.13 0.10 0.07
C 0.646250 -0.119342 -0.542570 -0.09 -0.01 -0.07 -0.31
C 2.089370 -2.912882 2.442944 0.00 -0.03 0.01 -0.10
C -1.234587 -3.318340 0.829463 0.07 0.03 0.11 -0.22
C -2.867632 2.146508 3.063713 0.04 -0.04 -0.03 0.05
C -4.185299 3.718254 -1.636933 -0.02 0.05 0.06 -0.03
C 4.571042 2.541529 -3.026565 -0.08 -0.02 0.05 0.08
H 4.387837 -1.576222 -4.236897 0.00 0.01 -0.01 0.10
H 0.932579 0.714842 0.100845 0.06 0.04 0.08 0.01
H -2.232790 -6.552761 0.114656 0.01 -0.01 0.00 0.10
N -1.610085 0.943122 1.455441 0.06 0.07 -0.09 0.02
H 1.847026 -3.846874 1.948713 0.01 -0.01 0.00 0.09
C -1.562800 -3.701605 -1.549797 -0.05 0.05 -0.01 -0.24
C 3.052721 3.376504 -1.324675 0.00 -0.09 -0.04 0.08
H -0.805006 -0.080631 4.541108 0.01 -0.01 0.01 0.12
H -2.364038 2.841905 5.703780 -0.02 -0.02 -0.01 0.13
O 6.569093 3.701771 -1.649426 -0.01 0.02 0.03 0.07
H -2.286146 -5.649978 -2.048557 0.00 0.00 0.01 0.11
H -4.705278 3.571990 1.677420 -0.01 0.01 0.01 0.11
N 5.464368 3.859484 -1.166065 0.02 0.01 -0.02 -0.35
C 2.195039 2.049796 -3.135616 0.01 -0.05 0.05 0.08
```
Positions in Å, forces in eV/Å.

---

Q: What is the total charge in the second record?
A: -1